# 1
The following is a quantum chemistry calculation of a 2-piece molecular cluster, C9H16N2O2 overall at a distorted geometry, from the Open Molecules 2025 dataset.

Last column: Löwdin charge in e.
Positions of all 29 atoms, in Å:
1 C 2.454 2.003 -0.121  -0.3238
2 C -1.466 0.004 1.023  -0.1287
3 C -0.754 -1.017 -1.066  -0.0853
4 C -2.397 0.850 0.250  -0.1974
5 C -1.772 -0.086 -1.716  -0.1803
6 C 2.104 -0.880 -0.186  -0.0481
7 C 1.156 -0.198 2.020  -0.0419
8 C 1.115 1.877 -0.461  -0.2340
9 C 0.960 -0.348 0.560  -0.3660
10 N 3.626 2.027 0.079  0.1079
11 N -0.321 -0.575 0.297  -0.0737
12 O -2.913 0.177 -0.905  -0.0961
13 O 0.797 1.707 -1.850  -0.0723
14 H -0.992 0.664 1.789  0.1317
15 H -1.955 -0.935 1.394  0.1574
16 H -1.325 -1.890 -1.035  0.1046
17 H 0.100 -1.239 -1.647  0.1043
18 H -3.117 1.252 0.887  0.1052
19 H -1.888 1.869 -0.025  0.1568
20 H -1.244 0.769 -2.038  0.0887
21 H -2.244 -0.716 -2.491  0.1415
22 H 2.410 -0.279 -1.136  0.1078
23 H 2.949 -0.931 0.501  0.0817
24 H 1.869 -1.932 -0.578  0.1161
25 H 0.373 -0.718 2.705  0.1290
26 H 1.370 0.879 2.174  0.1038
27 H 2.049 -0.661 2.395  0.0709
28 H 0.243 2.112 0.006  0.0488
29 H 1.539 1.314 -2.343  0.0910

As for the HOMO-LUMO gap (spin up / spin down): 0.261 / 0.261 Ha. The relative energy (zero: lowest compared OMol25 entry of this formula, charge and spin) comes out at 156.31 kcal per mole. The electronic energy is -612.33665 Eh.

***

# 2
The following is a quantum chemistry calculation of C9H16N2O3 as an isolated structure at a distorted geometry, from the Open Molecules 2025 dataset.

Last column: Löwdin charge in e.
Positions of all 30 atoms, in Å:
1 C -2.435 0.972 1.655  0.1852
2 C 0.343 1.266 0.254  0.0754
3 C 2.316 0.140 -1.983  0.0733
4 C 1.782 -1.079 0.501  0.0108
5 C -0.967 -0.193 -0.722  -0.1394
6 C 0.443 0.386 -1.032  -0.3079
7 C 1.505 -0.703 -0.945  -0.3165
8 C -0.394 0.025 0.743  -0.3804
9 C -1.558 -0.970 2.714  0.0310
10 N -1.522 0.094 1.712  -0.0396
11 N 0.985 0.858 -2.291  0.1828
12 O 0.515 -0.867 1.281  -0.0700
13 O -2.044 0.656 -1.023  0.0396
14 O 0.911 -1.891 -1.613  0.0105
15 H -3.366 1.061 2.334  0.1780
16 H -2.415 1.946 1.178  0.1246
17 H 1.208 1.698 0.940  0.2002
18 H -0.439 2.018 0.127  0.1255
19 H 3.052 0.887 -1.539  0.1778
20 H 2.834 -0.228 -2.776  0.1082
21 H 2.008 -2.202 0.808  0.1943
22 H 2.641 -0.498 1.001  0.1675
23 H -1.162 -1.262 -1.077  0.1989
24 H -2.317 -1.742 2.415  0.1318
25 H -1.970 -0.471 3.716  0.1611
26 H -0.519 -1.400 2.864  0.1281
27 H 1.016 1.876 -2.649  0.2461
28 H 0.565 0.218 -3.072  0.2427
29 H -2.608 0.296 -1.700  0.1270
30 H 1.484 -2.672 -1.538  0.1335

As for the HOMO-LUMO gap: 0.374 Ha. Its net charge is +2. The electronic energy is -687.00150 Eh.

***

# 3
The following is a quantum chemistry calculation of one molecule with the formula C9H16N2O6 at a distorted geometry, from the Open Molecules 2025 dataset.

Last column: Löwdin charge in e.
Positions of all 33 atoms, in Å:
1 C -1.061 -1.615 -0.629  -0.2849
2 C 0.392 -2.188 -0.766  -0.4069
3 C -1.435 -0.628 -1.678  -0.1464
4 C -2.386 0.509 -1.211  -0.0680
5 C -1.788 1.620 -0.335  -0.5687
6 C 1.289 0.011 -0.007  -0.2013
7 C 1.976 0.937 -1.034  -0.4531
8 C 1.786 0.197 1.400  -0.3188
9 C 1.468 1.643 1.912  0.0032
10 H -2.129 -1.999 1.082  0.0930
11 H -0.588 -1.333 1.393  0.0971
12 H -1.531 -2.555 -0.901  0.1328
13 H -2.024 -1.203 -2.471  0.1445
14 H -0.573 -0.246 -2.256  0.1278
15 H -2.790 0.947 -2.142  0.1315
16 H -3.145 -0.054 -0.641  0.1237
17 H -1.675 0.360 1.095  0.0756
18 H 2.359 -1.706 -0.858  0.1795
19 H 0.284 0.319 -0.026  0.0939
20 H 2.866 -0.024 1.367  0.1588
21 H 1.226 -0.744 3.182  0.1183
22 H 1.980 1.680 2.867  0.0789
23 H 0.354 1.758 2.018  0.0913
24 H 1.874 2.334 1.165  0.0900
25 H 0.356 2.144 -1.166  0.0830
26 N -1.459 -1.326 0.783  0.0681
27 N 1.444 -1.369 -0.508  0.1522
28 O 0.524 -3.406 -0.973  0.0458
29 O -1.359 2.641 -0.780  0.1004
30 O -1.616 1.344 0.924  0.0888
31 O 3.088 0.737 -1.514  0.1031
32 O 1.034 -0.737 2.227  -0.0607
33 O 1.257 1.949 -1.519  0.1274

As for the HOMO-LUMO gap: 0.376 Ha. As for the SMILES: C[C@@H](O)[C@H](NC(=O)[C@@H](N)CCC(=O)O)C(=O)O. The relative energy (zero: lowest compared OMol25 entry of this formula, charge and spin) comes out at 29.29 kcal per mole. The electronic energy is -913.52250 Eh.

***

# 4
The following is a quantum chemistry calculation of C9H16N2PSTc as an isolated structure at a distorted geometry, from the Open Molecules 2025 dataset.

Last column: Löwdin charge in e.
Positions of all 30 atoms, in Å:
1 C -0.846 0.220 -1.334  -0.2209
2 C 0.003 -0.295 -2.334  -0.1849
3 C 0.877 -1.304 -1.916  -0.1077
4 C 0.577 -1.877 -0.633  -0.3445
5 C -0.733 -1.589 -0.116  -0.2685
6 Tc 0.239 0.030 0.312  0.7757
7 P 0.935 2.287 0.767  0.6150
8 H -1.602 0.979 -1.581  0.0774
9 H 0.005 0.075 -3.364  0.1139
10 H 1.724 -1.673 -2.506  0.1194
11 H -1.300 -2.294 0.495  0.0568
12 H 1.203 -2.673 -0.216  0.0986
13 H 0.014 3.346 1.062  -0.0854
14 H 1.710 2.870 -0.275  -0.1014
15 H 1.833 2.435 1.864  -0.1171
16 S -1.662 0.518 1.556  0.6255
17 C -1.060 0.135 3.147  -0.7239
18 N -0.991 1.108 4.054  0.0349
19 C -0.269 1.012 5.321  -0.1483
20 C 0.607 -0.219 5.352  -0.1616
21 C -0.086 -1.435 4.784  -0.1430
22 N -0.671 -1.099 3.479  0.0335
23 H -1.328 2.006 3.743  0.1303
24 H -1.004 0.971 6.133  0.1323
25 H 0.333 1.919 5.456  0.1346
26 H 0.921 -0.434 6.379  0.1323
27 H 1.522 -0.031 4.783  0.1244
28 H -0.900 -1.783 5.431  0.1359
29 H 0.611 -2.265 4.623  0.1352
30 H -0.865 -1.841 2.807  0.1315

As for the HOMO-LUMO gap (spin up / spin down): 0.259 / 0.260 Ha. Its spin multiplicity is 4. Its net charge is +1. The relative energy (zero: lowest compared OMol25 entry of this formula, charge and spin) comes out at 75.42 kcal per mole. The electronic energy is -1281.97657 Eh.

***

- Which of these has the lowest electronic energy?
  C9H16N2PSTc

***

- Look up the electronic energy of the third one.
  -913.52250 Eh

***

Please write out number 1 again, unchanged.
The following is a quantum chemistry calculation of a 2-piece molecular cluster, C9H16N2O2 overall at a distorted geometry, from the Open Molecules 2025 dataset.

Last column: Löwdin charge in e.
Positions of all 29 atoms, in Å:
1 C 2.454 2.003 -0.121  -0.3238
2 C -1.466 0.004 1.023  -0.1287
3 C -0.754 -1.017 -1.066  -0.0853
4 C -2.397 0.850 0.250  -0.1974
5 C -1.772 -0.086 -1.716  -0.1803
6 C 2.104 -0.880 -0.186  -0.0481
7 C 1.156 -0.198 2.020  -0.0419
8 C 1.115 1.877 -0.461  -0.2340
9 C 0.960 -0.348 0.560  -0.3660
10 N 3.626 2.027 0.079  0.1079
11 N -0.321 -0.575 0.297  -0.0737
12 O -2.913 0.177 -0.905  -0.0961
13 O 0.797 1.707 -1.850  -0.0723
14 H -0.992 0.664 1.789  0.1317
15 H -1.955 -0.935 1.394  0.1574
16 H -1.325 -1.890 -1.035  0.1046
17 H 0.100 -1.239 -1.647  0.1043
18 H -3.117 1.252 0.887  0.1052
19 H -1.888 1.869 -0.025  0.1568
20 H -1.244 0.769 -2.038  0.0887
21 H -2.244 -0.716 -2.491  0.1415
22 H 2.410 -0.279 -1.136  0.1078
23 H 2.949 -0.931 0.501  0.0817
24 H 1.869 -1.932 -0.578  0.1161
25 H 0.373 -0.718 2.705  0.1290
26 H 1.370 0.879 2.174  0.1038
27 H 2.049 -0.661 2.395  0.0709
28 H 0.243 2.112 0.006  0.0488
29 H 1.539 1.314 -2.343  0.0910

As for the HOMO-LUMO gap (spin up / spin down): 0.261 / 0.261 Ha. The relative energy (zero: lowest compared OMol25 entry of this formula, charge and spin) comes out at 156.31 kcal per mole. The electronic energy is -612.33665 Eh.